1.
ORCA calculation (the ωB97M-V functional and the def2-TZVPD basis) on one molecule with the formula C19H27N3O5.

## Properties
* relative energy (zero: lowest compared OMol25 entry of this formula, charge and spin): 3.4620 eV
* F_max: 0.0152 hartree/bohr
* highest occupied orbital energy: -8.01 eV
* SMILES: COc1ccc(CN2CCNC(=O)[C@@H]2CC(=O)N2CCCCO2)cc1OC
* E_tot: -34847.5343 eV

Geometry as XYZ:
```
54
Properties=species:S:1:pos:R:3:forces:R:3:mulliken_charge:R:1
C 1.511249 2.866259 5.643513 -0.1 0.2 0.1 -0.956
O 2.097569 1.928136 4.778169 0.0 -0.3 -0.3 -0.414
C 1.277775 1.083478 4.090835 0.1 0.0 0.0 1.139
C -0.102512 1.067142 4.171116 0.2 0.2 0.2 -0.628
C -0.845497 0.164600 3.419741 0.0 -0.2 -0.2 -1.017
C -0.217431 -0.739807 2.588441 -0.2 0.1 0.2 -0.593
C -0.997017 -1.736601 1.770713 0.0 0.0 0.0 -0.948
N -0.452179 -1.828014 0.425449 0.0 -0.1 0.2 0.103
C -0.888012 -2.985924 -0.322770 -0.2 -0.2 -0.2 -0.640
C -2.387764 -2.944688 -0.628317 0.3 -0.2 0.3 -0.825
N -2.727021 -1.638918 -1.147356 -0.4 -0.2 -0.1 0.060
C -1.970051 -0.533476 -1.100465 -0.2 0.0 0.4 -0.487
O -2.334780 0.503231 -1.634140 0.1 0.3 -0.1 -0.706
C -0.641795 -0.612774 -0.346072 0.2 0.1 -0.2 0.782
C 0.528150 -0.415705 -1.347778 -0.2 0.2 -0.1 -1.209
C 0.090759 -0.678092 -2.776990 0.6 0.4 0.3 0.148
O -0.342022 -1.755614 -3.151922 -0.2 -0.3 0.0 -0.709
N 0.250719 0.338542 -3.647790 -0.1 0.3 -0.5 0.292
C -0.315837 0.322892 -4.978065 -0.2 0.0 -0.2 -0.906
C -1.509680 1.279159 -5.021736 0.2 0.1 0.0 -0.439
C -1.046917 2.662505 -4.565548 0.1 -0.2 0.3 -0.733
C -0.399839 2.520520 -3.189793 -0.5 0.3 -0.1 -0.078
O 0.688807 1.595855 -3.243855 0.4 -0.4 0.1 -0.465
C 1.173806 -0.732448 2.503796 0.2 0.1 0.1 -0.069
C 1.927916 0.165676 3.233715 0.1 0.1 0.1 0.950
O 3.286981 0.250859 3.204741 -0.4 0.2 0.2 -0.455
C 3.986810 -0.614263 2.346557 0.1 -0.2 -0.1 -0.821
H 2.340083 3.423277 6.077668 -0.1 0.0 0.0 0.234
H 0.944895 2.379059 6.444726 0.0 0.0 0.0 0.369
H 0.854306 3.558042 5.105124 0.0 0.0 0.0 0.369
H -0.621747 1.759569 4.814086 0.0 0.1 0.1 0.380
H -1.922904 0.177976 3.495032 -0.1 0.0 0.0 0.366
H -0.899047 -2.727992 2.226785 -0.1 0.0 -0.1 0.394
H -2.064146 -1.460307 1.786235 0.0 -0.1 0.1 0.356
H -0.345257 -2.990314 -1.270787 0.0 -0.1 0.1 0.316
H -0.642618 -3.891284 0.236018 0.0 0.0 0.0 0.468
H -2.637110 -3.703265 -1.374832 0.0 0.0 0.1 0.463
H -2.976696 -3.144970 0.277426 0.1 -0.1 -0.1 0.325
H -3.584742 -1.554217 -1.675856 0.1 0.2 0.1 0.290
H -0.626120 0.229194 0.354154 -0.1 -0.1 -0.2 0.625
H 1.307566 -1.134596 -1.091790 0.0 0.0 0.0 0.420
H 0.934183 0.589909 -1.267142 0.0 -0.1 0.1 0.486
H -0.611300 -0.705044 -5.188455 0.1 0.1 0.0 0.375
H 0.457161 0.639188 -5.686055 0.0 -0.1 0.0 0.333
H -1.922333 1.315850 -6.030079 0.0 0.0 0.0 0.377
H -2.278083 0.916392 -4.335993 0.0 -0.1 0.0 0.207
H -1.888449 3.351558 -4.501838 0.0 0.1 0.0 0.368
H -0.317112 3.062699 -5.273491 0.0 0.1 0.0 0.307
H 0.053664 3.452706 -2.850671 0.0 -0.1 0.0 0.378
H -1.141372 2.172436 -2.461376 0.2 0.1 -0.1 0.106
H 1.639067 -1.441774 1.839920 0.1 -0.1 -0.1 0.437
H 5.038864 -0.361878 2.470096 -0.1 -0.1 0.0 0.238
H 3.698466 -0.464691 1.300693 0.0 0.0 0.0 0.305
H 3.832744 -1.664130 2.617752 0.0 0.0 0.0 0.337
```
Forces are in eV/Å.


2.
ORCA calculation (the ωB97M-V functional and the def2-TZVPD basis) on a 2-piece molecular cluster, C3H8NO overall.

## Properties
* relative energy (zero: lowest compared OMol25 entry of this formula, charge and spin): 1.0656 eV
* F_max: 0.0652 hartree/bohr
* net charge: -1
* highest occupied orbital energy: -2.03 eV
* E_tot: -6776.9264 eV

Geometry as XYZ:
```
13
Properties=species:S:1:pos:R:3:forces:R:3:mulliken_charge:R:1
C 0.362740 1.066525 2.473187 -0.8 -0.3 -1.9 -0.520
O -0.467308 0.000426 2.034933 -0.1 0.9 -2.9 -0.576
H -0.072628 2.076690 2.405814 -0.5 -0.1 0.2 0.190
H 0.595205 0.865937 3.489707 0.8 0.0 0.9 0.203
H 1.176928 1.116469 1.743791 0.8 0.0 0.7 0.215
C 0.807462 -1.298978 -2.135695 -1.1 0.2 3.2 -0.989
C -0.041983 -0.246254 -2.068150 -0.5 0.1 3.3 -0.169
N -0.721156 0.123918 -0.908899 1.1 -0.8 -0.5 -0.701
H 0.919640 -1.859643 -1.173786 0.0 0.2 -1.0 0.181
H 1.207140 -1.672791 -2.993084 1.2 -0.8 -2.3 0.339
H -0.128676 0.428909 -2.868887 -0.3 0.7 -1.6 0.330
H -1.225458 0.975456 -1.055446 -0.3 0.6 -0.3 0.083
H -0.454915 0.070385 0.918660 -0.4 -0.6 2.3 0.414
```
Forces are in eV/Å.


3.
ORCA calculation (the ωB97M-V functional and the def2-TZVPD basis) on C3HAgO2 as an isolated structure.

## Properties
* relative energy (zero: lowest compared OMol25 entry of this formula, charge and spin): 1.6009 eV
* multiplicity: 2
* F_max: 0.0709 hartree/bohr
* net charge: +1
* highest occupied orbital energy (spin up / spin down): -15.23 / -15.39 eV
* expectation value of S²: 0.756
* E_tot: -11208.1441 eV

Geometry as XYZ:
```
7
Properties=species:S:1:pos:R:3:forces:R:3:mulliken_charge:R:1
C -1.860581 -0.439077 0.037641 0.7 -1.4 -1.2 0.125
H -2.916564 -0.223735 0.117833 0.3 -0.2 0.3 0.410
C -0.719741 -0.818139 -0.290487 -2.0 1.5 0.1 -0.362
O -0.232174 1.244470 0.038210 0.8 -0.7 -1.3 -0.274
C 0.404760 0.112886 -0.225690 -1.0 1.1 3.3 0.638
Ag 3.778953 0.209613 0.204737 -0.3 0.0 0.0 0.932
O 1.545346 -0.086016 0.117755 1.5 -0.4 -1.2 -0.471
```
Forces are in eV/Å.


4.
ORCA calculation (the ωB97M-V functional and the def2-TZVPD basis) on one molecule with the formula C24H30N6O5.

## Properties
* relative energy (zero: lowest compared OMol25 entry of this formula, charge and spin): 18.9675 eV
* F_max: 0.3842 hartree/bohr
* highest occupied orbital energy: -7.75 eV
* SMILES: COc1ccc([C@H](C(=O)NC2CCCC2)N(CCO)C(=O)Cn2nnc(-c3ccc(C)o3)n2)cc1
* E_tot: -44533.5526 eV

Geometry as XYZ:
```
65
Properties=species:S:1:pos:R:3:forces:R:3:mulliken_charge:R:1
C 5.134350 -0.970027 -1.606490 2.2 4.0 -1.6 -0.781
O 4.693298 0.263410 -0.765958 11.3 -4.3 -1.9 -0.530
C 3.515595 0.545991 -0.665841 -2.4 2.2 0.4 0.984
C 2.577981 -0.008078 -1.328176 -6.8 -7.0 -4.6 -0.155
C 1.233244 0.165558 -1.039623 -0.1 -0.3 -0.5 -0.613
C 1.024004 1.121096 -0.157808 -6.0 4.8 0.1 0.839
C -0.649738 1.763201 -0.095861 13.6 2.0 8.7 -0.078
C -0.650844 2.501083 1.347112 -5.6 5.0 0.4 -0.362
O -1.551646 3.521849 1.232735 3.8 -3.6 1.2 -0.836
N -0.214126 2.073878 2.577296 2.1 -3.9 -5.2 0.311
C -0.395926 2.488894 3.935712 -8.4 2.8 -5.5 -0.307
C -1.708028 1.628406 4.407845 3.6 -2.2 0.2 -0.382
C -0.852181 0.407247 4.964369 0.7 0.0 3.1 -0.583
C 0.508579 0.994994 5.733894 -1.3 -1.3 -3.5 -0.769
C 0.780880 2.296155 4.617722 2.7 -3.3 5.9 -0.933
N -1.378780 0.795730 -0.049462 -14.3 -13.4 -2.2 0.081
C -2.727941 0.939873 -0.701463 -1.5 -1.3 4.2 -1.278
C -3.967093 0.925142 0.437903 3.4 8.5 -6.3 -1.100
O -3.636683 1.563478 1.561740 -3.9 -8.9 4.1 -0.388
C -1.387893 -0.501332 0.728523 5.5 4.3 -0.8 0.639
O -0.371357 -0.478668 1.395875 -0.6 -2.0 1.7 -0.596
C -2.173152 -1.796861 0.460831 -0.5 6.3 0.3 -1.637
N -2.030161 -2.046671 -0.852423 -4.3 -2.4 -5.8 0.917
N -3.176750 -2.412450 -1.631887 -4.7 2.6 8.4 -0.548
N -2.966724 -2.530836 -2.779626 4.6 -3.0 -4.3 -0.376
C -1.514675 -2.612539 -2.779067 -0.3 2.2 -2.5 0.308
C -0.697466 -2.893558 -3.974003 0.0 3.1 4.5 0.194
C -1.051170 -3.166544 -5.203863 5.3 -1.3 0.3 -0.511
C 0.257436 -3.282148 -5.893882 -3.2 1.8 -2.2 -0.704
C 1.033206 -2.515775 -5.178841 7.9 -0.3 5.2 0.302
C 2.874911 -2.435322 -5.182039 -5.4 -4.2 -0.3 -0.951
O 0.645234 -2.392162 -3.775306 -2.7 -1.8 -4.5 -0.135
N -1.069685 -2.077842 -1.686096 3.8 -1.7 0.0 -0.683
C 1.900990 2.058638 0.301421 3.0 -4.3 -1.9 -1.234
C 3.202561 1.629410 0.031542 1.3 5.8 5.2 -0.924
H 4.678425 -1.767858 -1.174394 -1.4 -2.4 0.8 0.408
H 6.284776 -1.158396 -1.744114 -2.0 1.0 1.5 0.241
H 4.910341 -0.770381 -2.681232 -0.7 -0.2 0.9 0.220
H 2.558414 -0.949529 -1.930554 1.5 0.9 0.1 0.216
H 0.342562 -0.382016 -1.400748 1.2 0.1 -0.2 0.050
H -0.746863 2.381316 -0.821842 -0.8 4.3 -4.4 1.331
H 0.261615 1.077788 2.442230 -1.2 2.8 0.4 0.424
H -0.790896 3.589740 3.728766 1.1 -1.8 1.1 0.486
H -2.410532 1.144528 3.640636 0.9 1.8 0.9 0.055
H -2.121365 2.130152 5.264066 -0.8 0.1 0.1 0.485
H -1.453482 -0.058154 5.814147 0.7 -0.1 -1.4 0.490
H -0.437600 -0.332271 4.261489 -0.9 0.3 -0.1 0.165
H 0.157298 1.177762 6.724533 0.1 1.3 0.7 0.351
H 1.321629 0.168095 5.887624 -1.3 1.7 -0.9 0.290
H 1.609088 1.977777 3.992507 0.3 0.7 0.3 0.301
H 0.825610 3.105496 5.293130 1.6 1.2 0.5 0.469
H -2.852783 1.812943 -1.208225 0.3 3.2 -0.7 0.696
H -3.104761 0.319981 -1.455359 0.5 -2.3 -1.1 0.515
H -4.432585 0.134884 0.627040 -3.3 -7.2 1.5 0.876
H -4.705888 1.569349 -0.166404 0.4 -0.9 0.7 0.318
H -3.273387 2.306105 1.446639 4.8 9.5 -1.6 0.289
H -1.891271 -2.485783 1.113857 1.6 -3.0 2.8 0.566
H -3.143787 -1.423150 0.699795 -1.3 -0.7 -0.3 0.494
H -1.908215 -3.258397 -5.673114 -4.3 -0.9 -1.6 0.670
H 0.304133 -3.334451 -6.975769 0.4 -0.5 0.1 0.374
H 2.832174 -2.751581 -6.198601 1.4 0.1 -0.8 0.383
H 3.308605 -3.203609 -4.483790 -0.7 1.0 -0.7 0.224
H 2.992311 -1.467384 -4.969124 1.2 3.6 0.6 0.349
H 1.572815 2.739229 0.966223 -0.3 2.7 1.8 0.909
H 4.103370 2.144593 0.593782 -1.8 -0.8 -1.4 0.174
```
Forces are in eV/Å.


5.
ORCA calculation (the ωB97M-V functional and the def2-TZVPD basis) on C25H29MnN2O2P2 as an isolated structure.

## Properties
* relative energy (zero: lowest compared OMol25 entry of this formula, charge and spin): 1.5530 eV
* multiplicity: 6
* F_max: 0.1693 hartree/bohr
* net charge: +1
* highest occupied orbital energy (spin up / spin down): -8.89 / -10.57 eV
* expectation value of S²: 8.851
* E_tot: -83359.1187 eV

Geometry as XYZ:
```
61
Properties=species:S:1:pos:R:3:forces:R:3:mulliken_charge:R:1
C -3.093378 -1.461681 -3.007231 0.5 0.6 0.3 -0.282
C -2.312766 -0.457624 -2.456339 -0.6 -0.6 0.0 0.127
C -2.808769 0.249318 -1.302569 -0.4 0.1 0.3 0.066
C -4.076667 -0.129998 -0.711870 0.4 0.3 0.0 0.777
C -4.842731 -1.169605 -1.327675 0.2 -0.4 -0.5 -0.885
C -4.361938 -1.808662 -2.452609 -0.4 0.2 0.6 -0.783
C -4.472656 0.545315 0.456861 0.3 0.0 -0.1 -0.963
C -3.643829 1.527599 1.029113 0.3 -0.1 -0.5 0.787
C -2.407597 1.838273 0.339828 -0.5 -0.2 0.0 0.060
C -1.499530 2.811930 0.891308 -0.4 0.1 0.8 0.175
C -1.839640 3.439578 2.079402 0.3 -0.3 -0.7 -0.270
C -3.064809 3.148612 2.751093 -0.5 -0.4 -0.1 -0.799
C -3.948741 2.216910 2.244989 0.4 0.5 0.3 -0.916
H -2.727552 -2.010877 -3.882149 -0.1 0.2 0.3 0.414
H -5.803916 -1.454973 -0.886559 0.4 0.1 -0.2 0.433
H -4.947481 -2.605571 -2.922916 0.2 0.4 0.2 0.380
H -5.425362 0.290751 0.935784 0.3 0.1 -0.2 0.438
H -1.154140 4.174371 2.516698 -0.3 -0.3 -0.2 0.431
H -3.295306 3.670764 3.685549 0.1 -0.2 -0.4 0.378
H -4.881802 1.983802 2.769531 0.4 0.1 -0.2 0.432
N -2.041074 1.228089 -0.798188 -0.3 -0.2 0.3 -0.228
Mn 0.678938 -0.659026 0.409516 1.4 0.2 -3.6 -0.644
C -0.932968 -0.125152 -2.944994 0.3 0.1 0.3 -1.139
H -0.745408 0.956460 -2.849387 -0.1 -0.4 -0.1 0.384
H -0.795506 -0.439997 -3.994427 0.0 0.1 0.5 0.768
C -0.201348 3.030503 0.177257 0.3 -0.3 -0.1 -1.206
H -0.362753 2.999531 -0.912571 0.1 0.1 0.4 0.428
H 0.256700 3.995022 0.458788 -0.1 -0.4 -0.1 0.797
P 0.410536 -0.983306 -1.934401 -0.6 -0.7 -2.5 1.041
P 1.071569 1.676430 0.541808 0.3 3.5 0.1 1.414
C 1.602322 2.225303 2.234256 -0.1 -0.5 0.1 -1.368
H 2.470381 1.622988 2.549864 -0.3 0.3 -0.1 0.256
H 1.865911 3.298127 2.262728 -0.1 -0.5 -0.1 0.430
H 0.778659 2.028105 2.940233 0.3 0.2 -0.2 0.423
C 2.471677 2.358666 -0.482750 0.0 -0.5 0.0 -1.206
H 2.693693 3.411147 -0.230516 -0.3 -0.5 0.0 0.449
H 3.376197 1.749046 -0.316886 -0.4 0.2 -0.1 0.317
H 2.202109 2.294846 -1.550561 0.1 0.1 0.4 0.302
C 0.090629 -2.744670 -2.397974 0.0 0.0 0.5 -1.400
H -0.006371 -2.874520 -3.491247 0.1 0.2 0.5 0.379
H 0.922116 -3.359154 -2.017068 -0.3 0.2 -0.2 0.417
H -0.833119 -3.073664 -1.895744 0.3 0.1 -0.3 0.400
C 1.884176 -0.604699 -3.005606 0.2 0.1 0.6 -1.173
H 2.771070 -1.115615 -2.593591 -0.4 0.3 -0.1 0.292
H 1.726877 -0.938228 -4.046840 -0.2 0.1 0.5 0.461
H 2.074634 0.480923 -2.996916 0.0 -0.4 0.0 0.318
C 0.629548 -0.909542 2.256873 -1.1 -2.1 8.4 0.664
O 0.515002 -1.119569 3.401777 0.6 1.2 -5.2 -0.255
H -0.865306 -0.523204 0.532795 -0.4 -0.3 0.3 0.278
O 2.576909 -0.663693 -0.007028 -0.3 0.5 0.2 -0.449
N 3.167278 -1.516055 0.843369 1.7 -1.9 1.6 0.263
C 3.126090 -2.927261 0.485531 2.2 0.4 1.0 -0.190
C 3.845648 -3.824131 1.458085 -1.4 1.2 -1.4 -0.684
C 4.474782 -3.340369 2.534000 0.2 1.0 1.0 -0.306
C 4.492472 -1.893287 2.808316 0.2 -1.6 0.1 -0.791
C 3.869319 -1.040740 1.986780 -1.0 -0.4 -1.3 -0.189
H 3.579677 -3.058844 -0.521469 -1.1 -0.1 0.1 0.215
H 3.852424 -4.893101 1.270272 0.0 0.2 -0.2 0.402
H 4.985258 -4.020613 3.208150 0.0 0.2 0.0 0.380
H 5.021532 -1.522109 3.679676 -0.1 0.0 -0.2 0.406
H 3.908330 0.017131 2.197851 -0.3 0.1 -0.5 0.342
```
Forces are in eV/Å.


6.
ORCA calculation (the ωB97M-V functional and the def2-TZVPD basis) on C4H7NO as an isolated structure.

## Properties
* relative energy (zero: lowest compared OMol25 entry of this formula, charge and spin): 5.9510 eV
* F_max: 0.0711 hartree/bohr
* highest occupied orbital energy: -7.99 eV
* E_tot: -7793.6934 eV

Geometry as XYZ:
```
13
Properties=species:S:1:pos:R:3:forces:R:3:mulliken_charge:R:1
O 2.581947 -0.474220 -0.514354 0.4 -0.8 0.1 -0.394
N 1.807269 0.258023 0.410479 -0.4 0.5 -0.3 -0.700
C 0.560537 0.128671 0.147203 0.5 -1.2 1.4 0.396
C -0.501231 -0.906489 -0.309187 0.3 -0.5 -0.2 -0.395
C -1.623650 0.087536 0.093021 0.1 0.0 -0.2 -0.416
C -0.512912 1.082427 0.400554 0.6 0.2 -0.9 -0.399
H 3.473202 -0.290726 -0.197514 -0.1 -0.2 -0.1 0.357
H -0.509580 -1.285752 -1.328536 0.2 0.0 0.0 0.282
H -0.404242 -1.719703 0.408583 -0.2 -0.2 -0.2 0.287
H -2.341801 0.413268 -0.666333 0.2 -0.2 0.0 0.251
H -2.206765 -0.265588 0.958778 0.4 0.2 -0.1 0.251
H 0.204713 1.077017 -0.790204 -2.6 2.1 1.5 0.141
H -0.557638 1.851756 1.195007 0.4 0.1 -1.1 0.338
```
Forces are in eV/Å.